1.
Molecular formula: C64H88BrN2O2P3RuS2Si
Method: DFT, ωB97M-V/def2-TZVPD

Structure (XYZ):
```
164
C64H88BrN2O2P3RuS2Si ωB97M-V/def2-TZVPD
Ru 0.181 -0.198 -0.163
S -0.690 -1.540 1.626
C -1.557 -2.804 0.933
N -2.129 -3.742 1.632
C -2.943 -4.763 0.944
C -2.248 -5.156 -0.324
N -2.043 -3.944 -1.152
C -2.222 -4.106 -2.608
C -1.412 -5.265 -3.135
C -0.092 -5.449 -2.733
C 0.664 -6.484 -3.263
C 0.101 -7.344 -4.198
C -1.220 -7.177 -4.584
C -1.977 -6.139 -4.053
C -1.689 -2.828 -0.574
S -1.456 -1.375 -1.395
C -1.949 -3.909 3.099
C -1.186 -5.180 3.374
C -1.813 -6.275 3.955
C -1.098 -7.445 4.187
C 0.239 -7.522 3.829
C 0.870 -6.427 3.247
C 0.160 -5.260 3.019
H -3.935 -4.355 0.739
H -3.046 -5.625 1.597
H -2.838 -5.870 -0.893
H -1.284 -5.615 -0.099
H -1.937 -3.174 -3.088
H -3.283 -4.270 -2.805
H 0.341 -4.793 -1.983
H 1.692 -6.622 -2.950
H 0.690 -8.150 -4.617
H -1.665 -7.855 -5.300
H -3.011 -6.017 -4.356
H -2.937 -3.934 3.558
H -1.413 -3.043 3.475
H -2.858 -6.214 4.243
H -1.586 -8.291 4.653
H 0.793 -8.433 4.011
H 1.918 -6.486 2.983
H 0.651 -4.399 2.570
O -0.837 1.251 1.270
P -1.750 2.447 1.316
C -1.181 3.621 0.062
P -1.114 2.820 -1.556
O -0.441 1.454 -1.452
C -2.788 2.758 -2.170
C -3.457 3.965 -2.393
C -4.754 3.955 -2.875
C -5.383 2.743 -3.141
C -4.716 1.545 -2.933
C -3.414 1.549 -2.450
C -0.235 3.928 -2.646
C -0.480 3.824 -4.021
C 0.208 4.631 -4.911
C 1.131 5.555 -4.436
C 1.369 5.674 -3.074
C 0.694 4.858 -2.177
C -1.626 3.306 2.874
C -1.173 2.584 3.978
C -1.070 3.208 5.212
C -1.419 4.545 5.347
C -1.873 5.266 4.249
C -1.978 4.650 3.012
C -3.458 2.017 1.021
C -4.469 2.977 1.014
C -5.783 2.592 0.802
C -6.092 1.249 0.613
C -5.089 0.291 0.635
C -3.770 0.672 0.840
H -0.168 3.889 0.370
H -1.801 4.518 0.000
H -2.953 4.910 -2.217
H -5.271 4.888 -3.056
H -6.396 2.737 -3.523
H -5.209 0.607 -3.154
H -2.878 0.623 -2.297
H -1.230 3.131 -4.383
H 0.018 4.548 -5.973
H 1.657 6.196 -5.132
H 2.076 6.406 -2.707
H 0.894 4.962 -1.118
H -0.904 1.541 3.859
H -0.725 2.650 6.073
H -1.338 5.031 6.311
H -2.146 6.307 4.357
H -2.331 5.226 2.164
H -4.241 4.023 1.186
H -6.569 3.335 0.796
H -7.122 0.952 0.463
H -5.340 -0.754 0.497
H -2.977 -0.064 0.867
C 4.231 -1.490 5.574
C 3.451 -1.341 4.247
C 1.941 -1.294 4.549
C 3.690 -2.590 3.387
Si 4.117 0.223 3.423
Br 2.095 0.346 1.332
C 3.761 1.881 4.238
C 3.599 3.040 3.234
C 2.474 1.836 5.074
C 4.955 2.184 5.173
C 5.568 0.101 2.225
C 5.746 1.403 1.426
C 5.446 -1.044 1.202
C 6.827 -0.145 3.089
H 3.889 -2.398 6.078
H 4.062 -0.652 6.254
H 5.308 -1.588 5.416
H 1.649 -2.277 4.935
H 1.352 -1.094 3.654
H 1.681 -0.561 5.305
H 3.229 -3.445 3.892
H 4.749 -2.818 3.276
H 3.238 -2.497 2.397
H 2.822 2.836 2.495
H 4.519 3.281 2.713
H 3.303 3.930 3.797
H 1.604 1.572 4.470
H 2.303 2.835 5.486
H 2.552 1.149 5.917
H 5.884 2.338 4.621
H 5.123 1.398 5.914
H 4.738 3.108 5.716
H 4.831 1.700 0.908
H 6.527 1.243 0.677
H 6.076 2.227 2.057
H 4.501 -1.001 0.657
H 5.542 -2.026 1.655
H 6.263 -0.942 0.483
H 7.013 0.659 3.803
H 7.696 -0.205 2.428
H 6.772 -1.087 3.641
C 2.803 1.816 -1.734
C 3.142 0.335 -1.971
C 4.077 0.205 -3.186
P 1.639 -0.732 -2.023
C 0.835 -0.676 -3.693
C 1.364 -1.702 -4.702
C 0.851 0.724 -4.310
C 2.136 -2.510 -1.798
C 3.475 -2.914 -2.425
C 2.134 -2.971 -0.341
H 3.686 2.329 -1.347
H 1.993 1.960 -1.023
H 2.516 2.303 -2.667
H 3.654 -0.043 -1.082
H 3.777 0.881 -3.985
H 4.136 -0.797 -3.596
H 5.085 0.492 -2.881
H -0.202 -0.925 -3.473
H 2.402 -1.507 -4.971
H 0.773 -1.608 -5.615
H 1.271 -2.734 -4.365
H 1.842 0.992 -4.674
H 0.514 1.477 -3.609
H 0.174 0.736 -5.166
H 1.330 -3.032 -2.318
H 4.304 -2.357 -1.985
H 3.500 -2.793 -3.504
H 3.648 -3.973 -2.217
H 2.972 -2.543 0.210
H 2.238 -4.059 -0.312
H 1.220 -2.708 0.185
```

Relative energy (zero: lowest compared OMol25 entry of this formula, charge and spin) in kcal/mol: 0.0
⟨S²⟩: 0.763
Lowest unoccupied orbital energy (alpha / beta) in eV: -8.16 / -8.14
HOMO level (alpha / beta) in eV: -15.24 / -15.19
2S+1: 2
Net charge: +3

These are the Löwdin partial charges, in e, on atoms 1 to 2: Ru 0.5476; S 0.7770

***

2.
Molecular formula: C65H150N10O10
Method: DFT, ωB97M-V/def2-TZVPD

Structure (XYZ):
```
235
C65H150N10O10 ωB97M-V/def2-TZVPD
C 0.953 -3.031 -4.383
C 0.356 -3.856 -3.210
C 1.034 -5.196 -3.136
O 2.371 -4.941 -2.923
C 3.092 -6.070 -2.498
N 0.227 -3.022 -2.059
H 0.999 -3.731 -5.290
H 1.928 -2.667 -3.992
H 0.254 -2.196 -4.455
H -0.706 -4.203 -3.471
H 0.894 -5.638 -4.141
H 0.664 -5.754 -2.230
H 4.121 -5.760 -2.283
H 3.199 -6.836 -3.288
H 2.768 -6.492 -1.498
H -0.006 -3.595 -1.215
H 1.105 -2.547 -1.888
C -0.330 3.895 -6.301
C 0.613 2.877 -5.708
C 0.460 2.845 -4.198
O 0.401 4.146 -3.647
C -0.010 4.223 -2.260
N 0.401 1.513 -6.143
H -0.277 3.927 -7.432
H -0.077 4.914 -5.916
H -1.361 3.678 -6.077
H 1.634 3.234 -5.904
H 1.282 2.294 -3.663
H -0.465 2.283 -4.040
H -0.961 3.651 -2.054
H -0.239 5.308 -2.135
H 0.840 3.955 -1.622
H 1.055 0.898 -5.674
H 0.414 1.450 -7.140
C -7.110 4.508 -2.053
C -6.987 2.980 -1.780
C -5.612 2.450 -1.910
O -5.132 2.787 -3.210
C -3.888 3.485 -3.167
N -7.463 2.595 -0.436
H -6.414 5.155 -1.546
H -8.137 4.842 -1.682
H -7.076 4.640 -3.165
H -7.676 2.566 -2.595
H -5.586 1.407 -1.702
H -4.913 2.872 -1.081
H -4.024 4.533 -2.707
H -3.502 3.518 -4.175
H -3.163 2.954 -2.558
H -7.720 1.628 -0.499
H -8.308 3.112 -0.338
C 0.609 0.026 6.046
C 2.035 -0.345 6.341
C 2.651 -1.192 5.188
O 2.325 -2.559 5.421
C 3.230 -3.539 4.850
N 2.815 0.869 6.667
H 0.052 -0.910 5.929
H 0.561 0.494 5.007
H 0.151 0.650 6.748
H 2.082 -0.890 7.218
H 3.732 -1.080 5.257
H 2.373 -0.769 4.266
H 3.910 -3.896 5.553
H 3.784 -3.130 4.009
H 2.658 -4.373 4.411
H 3.754 0.573 6.809
H 2.835 1.489 5.818
C -0.350 -1.234 2.218
C -0.257 -0.028 1.234
C 1.209 0.141 0.849
O 2.065 0.112 1.985
C 2.548 1.436 2.333
N -1.030 -0.279 0.029
H 0.286 -0.992 3.047
H 0.007 -2.123 1.639
H -1.333 -1.373 2.636
H -0.402 1.027 1.704
H 1.325 1.081 0.335
H 1.563 -0.639 0.188
H 3.391 1.373 3.041
H 1.699 2.056 2.769
H 3.024 1.948 1.477
H -0.642 -1.112 -0.478
H -0.897 0.530 -0.563
C -0.430 -7.616 -0.139
C 0.169 -6.786 1.026
C 0.206 -5.297 0.765
C -1.140 -4.615 0.947
C -1.841 -5.089 2.260
C -1.844 -6.577 2.459
N -0.442 -6.974 2.322
O -0.258 -8.365 2.597
C -2.284 -6.829 3.913
C -2.835 -7.426 1.571
C 1.699 -7.249 1.151
H -0.874 -8.516 0.351
H 0.404 -7.860 -0.805
H -1.291 -7.160 -0.619
H 0.925 -4.918 1.503
H 0.673 -5.210 -0.241
H -1.873 -4.875 0.143
H -1.092 -3.552 1.045
H -2.845 -4.673 2.271
H -1.256 -4.680 3.081
H -2.728 -7.813 4.220
H -1.518 -6.497 4.633
H -3.185 -6.202 4.074
H -3.868 -7.256 2.004
H -2.878 -7.157 0.536
H -2.503 -8.489 1.567
H 2.270 -6.607 0.429
H 1.935 -8.305 0.978
H 2.061 -7.142 2.147
H 0.086 -8.306 3.452
C -5.031 -0.293 2.018
C -5.492 -1.386 1.056
C -6.766 -0.940 0.256
C -7.265 -2.107 -0.585
C -6.162 -2.478 -1.572
C -4.831 -2.819 -0.990
N -4.445 -1.754 0.049
O -3.260 -2.078 0.762
C -4.941 -4.260 -0.444
C -3.734 -2.774 -2.119
C -5.947 -2.497 2.018
H -5.768 -0.180 2.795
H -4.984 0.640 1.492
H -4.066 -0.348 2.517
H -7.525 -0.599 0.975
H -6.350 -0.161 -0.450
H -8.174 -1.822 -1.126
H -7.605 -2.933 0.055
H -6.082 -1.661 -2.290
H -6.559 -3.314 -2.160
H -4.830 -4.796 -1.367
H -4.149 -4.673 0.202
H -5.932 -4.469 0.009
H -3.800 -1.777 -2.475
H -2.737 -2.960 -1.685
H -3.900 -3.574 -2.843
H -6.815 -2.253 2.678
H -5.054 -2.712 2.579
H -6.231 -3.472 1.607
H -2.622 -1.460 0.406
C 3.665 4.033 -2.550
C 4.071 5.405 -1.902
C 2.984 5.917 -0.993
C 2.804 5.083 0.314
C 4.092 5.220 1.078
C 5.283 4.692 0.221
N 5.361 5.437 -1.161
O 6.382 4.777 -1.906
C 6.589 5.176 0.935
C 5.369 3.214 0.092
C 4.326 6.367 -3.093
H 4.672 3.473 -2.801
H 3.087 4.296 -3.470
H 3.099 3.530 -1.831
H 3.301 6.933 -0.684
H 2.028 5.971 -1.524
H 2.535 4.060 0.029
H 1.865 5.398 0.771
H 4.079 4.543 1.927
H 4.288 6.251 1.294
H 6.592 6.279 0.859
H 6.438 4.968 2.034
H 7.508 4.926 0.455
H 4.410 2.755 -0.105
H 5.998 2.893 -0.708
H 5.801 2.819 1.036
H 4.981 5.891 -3.770
H 4.685 7.434 -2.775
H 3.349 6.468 -3.635
H 7.062 5.450 -1.862
C -0.343 4.104 1.793
C -1.719 4.248 2.571
C -1.551 5.308 3.686
C -2.885 5.766 4.163
C -3.710 6.338 3.020
C -3.858 5.333 1.884
N -2.526 4.810 1.543
O -2.573 4.064 0.309
C -4.847 4.227 2.332
C -4.339 6.137 0.692
C -2.039 2.898 3.182
H -0.157 5.040 1.242
H -0.215 3.238 1.121
H 0.483 4.124 2.524
H -0.889 4.846 4.405
H -1.053 6.121 3.206
H -2.835 6.554 4.934
H -3.361 4.904 4.607
H -3.202 7.219 2.649
H -4.810 6.599 3.229
H -4.739 3.891 3.364
H -5.915 4.609 2.401
H -4.877 3.304 1.759
H -3.559 6.796 0.396
H -4.702 5.550 -0.187
H -5.202 6.733 1.057
H -2.812 2.903 3.987
H -1.109 2.387 3.562
H -2.426 2.216 2.428
H -3.188 3.326 0.430
C 5.069 -3.899 -0.403
C 5.429 -2.451 -0.762
C 6.923 -2.336 -1.060
C 7.267 -1.023 -1.734
C 6.493 -0.945 -3.086
C 4.999 -0.933 -2.896
N 4.790 -2.180 -2.076
O 3.387 -2.253 -1.871
C 4.576 0.373 -2.308
C 4.259 -1.171 -4.183
C 4.990 -1.497 0.324
H 5.565 -4.232 0.539
H 5.400 -4.615 -1.153
H 4.016 -3.837 -0.186
H 7.369 -2.491 -0.061
H 7.097 -3.161 -1.690
H 8.338 -0.977 -1.952
H 7.106 -0.228 -1.029
H 6.816 -1.814 -3.669
H 6.772 -0.032 -3.617
H 4.806 1.124 -3.098
H 3.539 0.339 -2.102
H 5.080 0.683 -1.407
H 3.161 -1.285 -4.014
H 4.462 -0.374 -4.842
H 4.697 -2.121 -4.527
H 5.246 -0.450 0.163
H 5.399 -1.830 1.302
H 3.922 -1.479 0.550
H 3.214 -3.132 -2.230
```

Relative energy (zero: lowest compared OMol25 entry of this formula, charge and spin) in kcal/mol: 72.7
Structure (SMILES): CC1(C)CCCC(C)(C)N1O.CC1(C)CCCC(C)(C)N1O.CC1(C)CCCC(C)(C)N1O.CC1(C)CCCC(C)(C)N1O.CC1(C)CCCC(C)(C)N1O.COC[C@H](C)N.COC[C@H](C)N.COC[C@H](C)N.COC[C@H](C)N.COC[C@H](C)N
Lowest unoccupied orbital energy in eV: 0.57
HOMO level in eV: -8.29
2S+1: 1

These are the Löwdin partial charges, in e, on atoms 1 to 2: C -0.0319; C -0.4713

***

Q: Which formula does entry 1 have?
A: C64H88BrN2O2P3RuS2Si

***

Q: Among the records above, which one has the lowest 2S+1?
A: C65H150N10O10